The following is a quantum chemistry calculation of a structure of composition C19H43Cl2NP2W, from the Open Molecules 2025 dataset.

The geometry in XYZ format:
```
68
Properties=species:S:1:pos:R:3:forces:R:3:lowdin_spin:R:1
W 0.543 0.970 -0.130 -4.8 -2.4 -0.7 1.398
Cl 0.809 -1.091 -1.117 0.6 -0.2 -0.3 0.067
P 2.205 2.415 -0.614 0.9 0.1 0.0 0.160
C 2.883 2.077 -2.304 0.2 0.4 0.2 0.026
C 1.685 4.169 -0.373 0.6 0.1 -0.3 0.026
C 3.397 1.717 0.626 0.3 0.5 -0.8 0.049
C 1.817 1.510 -3.243 -0.2 0.0 -0.4 0.011
H 3.628 1.293 -2.085 -0.1 0.2 -0.2 0.000
C 3.570 3.312 -2.889 0.2 -0.1 -0.3 0.004
H 2.856 4.136 -3.013 0.2 -0.1 0.0 0.000
H 3.952 3.053 -3.886 0.0 0.2 0.2 0.002
H 4.419 3.641 -2.274 -0.3 0.1 -0.2 0.000
H 1.540 0.486 -2.982 0.0 0.3 -0.1 0.003
H 2.172 1.497 -4.280 0.2 0.0 0.2 0.000
H 0.899 2.107 -3.254 0.2 -0.1 0.0 0.002
H 3.542 0.674 0.280 -0.2 0.5 0.0 0.007
C 2.707 1.677 2.005 0.3 0.3 0.9 0.040
C 4.760 2.433 0.500 0.1 -0.5 0.7 0.013
H 5.199 2.296 -0.499 -0.2 0.1 0.3 0.000
H 5.447 1.956 1.215 0.0 0.4 -0.2 0.002
H 4.697 3.508 0.719 0.0 -0.2 0.0 0.000
H 1.608 1.890 1.994 1.0 0.0 0.0 0.016
H 3.160 2.420 2.675 0.0 -0.1 -0.1 0.004
H 2.819 0.683 2.473 0.0 0.5 -0.2 0.001
C 0.370 4.344 -1.152 -0.1 0.1 -0.4 0.007
H 2.528 4.723 -0.825 -0.5 0.2 0.2 0.001
C 1.474 4.588 1.088 0.1 0.1 0.2 0.002
H 0.398 3.920 -2.165 0.0 0.0 0.2 0.001
H 0.101 5.401 -1.278 0.2 -0.2 0.3 0.001
H -0.450 3.839 -0.613 0.3 0.2 -0.3 0.003
H 0.507 4.191 1.457 0.6 0.2 -0.1 0.001
H 1.452 5.691 1.164 -0.1 -0.5 -0.1 0.000
H 2.281 4.245 1.749 -0.2 0.1 -0.2 0.000
Cl -1.102 1.646 1.269 0.1 0.6 0.8 0.075
H 1.242 0.077 1.098 0.2 -0.8 0.4 0.017
P -2.242 -3.010 0.554 2.9 3.8 0.4 0.000
C -1.013 -4.138 1.305 -0.9 0.0 -0.4 0.000
C -3.561 -2.281 1.594 -0.5 -1.3 -0.1 0.000
C -2.446 -3.213 -1.192 -0.4 -1.1 -0.6 0.000
C 0.091 -3.321 2.040 -0.1 -0.5 0.0 0.000
H -0.582 -4.616 0.399 0.0 0.3 0.4 0.000
C -1.751 -5.255 2.063 0.7 -0.4 0.3 0.000
H -2.278 -4.889 2.954 0.2 -0.1 -0.2 0.000
H -0.996 -5.997 2.360 -0.3 -0.1 0.3 0.000
H -2.493 -5.765 1.420 0.4 0.4 0.2 0.000
H 0.700 -2.748 1.318 -0.3 -0.4 0.2 0.000
H 0.741 -4.002 2.608 0.0 0.1 -0.1 0.000
H -0.315 -2.574 2.735 0.0 -0.4 -0.2 0.000
H -1.435 -3.475 -1.558 -0.4 0.1 0.2 0.000
C -2.901 -1.923 -1.942 0.1 -0.1 0.3 0.000
C -3.327 -4.469 -1.367 -0.3 -0.1 -1.2 0.000
H -2.756 -5.397 -1.184 -0.1 0.4 -0.1 0.000
H -3.676 -4.475 -2.411 -0.2 -0.5 0.2 0.000
H -4.189 -4.504 -0.680 0.2 0.3 -0.4 0.000
H -3.285 -1.159 -1.252 0.0 -0.4 -0.4 0.000
H -3.677 -2.181 -2.680 0.3 0.2 0.2 0.000
H -2.045 -1.437 -2.445 -0.4 -0.4 0.2 0.000
C -2.917 -1.908 2.944 -0.2 -0.1 0.0 0.000
H -4.207 -3.191 1.599 -0.7 1.2 1.0 0.000
C -4.241 -0.995 1.068 0.2 -0.2 0.0 0.000
H -2.245 -2.669 3.371 -0.4 0.3 -0.2 0.000
H -3.715 -1.681 3.661 0.1 -0.1 0.0 0.000
H -2.342 -0.981 2.781 0.0 -0.4 0.1 0.000
H -3.473 -0.212 0.950 -0.2 -0.3 -0.2 0.000
H -4.942 -0.604 1.819 0.1 -0.3 0.0 0.000
H -4.799 -1.111 0.132 0.2 -0.1 0.2 0.000
N -1.831 1.367 -2.546 1.4 0.1 1.3 0.043
C -0.966 1.319 -1.753 -1.1 -0.2 -1.3 0.015
```
Positions in Å, forces in eV/Å.

## Properties
Net charge ... 0
2S+1 ... 3
Relative energy (zero: lowest compared OMol25 entry of this formula, charge and spin) ... 118.1 kJ/mol
⟨S²⟩ ... 2.01
LUMO energy (alpha / beta) ... -0.0492 / -0.0297 hartree
Orbital gap (alpha / beta) ... 4.29 / 4.82 eV

***

The following is a quantum chemistry calculation of a structure of composition C15H36N4O2ReSi4, from the Open Molecules 2025 dataset.

The geometry in XYZ format:
```
62
Properties=species:S:1:pos:R:3:forces:R:3:lowdin_spin:R:1
Re -0.415 -0.043 -0.581 -1.0 0.0 1.1 0.889
O 0.785 1.407 0.349 0.3 0.3 0.2 0.042
N 2.004 1.105 0.597 -0.2 0.0 -0.3 0.006
N 2.286 -0.051 0.193 0.3 0.0 0.4 0.003
O 1.331 -0.755 -0.461 0.7 -0.2 -0.6 0.038
C 3.597 -0.655 0.336 -0.2 0.0 -0.1 0.000
C 4.436 -0.182 1.332 0.0 0.0 0.1 -0.001
C 5.694 -0.749 1.439 0.0 0.0 0.0 0.000
C 6.087 -1.760 0.570 0.0 0.0 0.0 -0.001
C 5.220 -2.217 -0.413 0.0 0.0 0.0 0.000
C 3.956 -1.663 -0.542 0.0 0.0 -0.1 0.000
H 4.120 0.605 2.003 0.0 0.0 0.0 0.000
H 6.367 -0.402 2.210 0.0 0.0 0.0 0.000
H 7.076 -2.188 0.656 0.0 0.0 0.0 0.000
H 5.528 -3.001 -1.090 0.0 0.0 0.0 0.000
H 3.281 -1.992 -1.319 0.0 0.0 0.0 0.000
N -2.772 1.756 -1.662 0.1 -0.1 0.0 0.009
N -1.450 1.761 -1.096 0.5 0.3 -0.2 0.027
H -2.925 2.643 -2.132 -0.1 0.0 0.0 0.001
H -3.438 1.661 -0.907 0.0 0.0 0.0 0.000
H -1.339 2.416 -0.313 -0.1 0.0 0.0 0.004
H -0.832 2.134 -1.823 -0.1 0.0 0.0 0.003
C -4.521 -2.961 1.177 0.0 -0.2 -0.1 -0.003
Si -3.726 -1.344 1.569 0.1 0.2 -0.2 -0.015
C -3.494 -0.959 3.361 0.1 0.0 0.2 -0.004
C -4.511 0.035 0.610 -0.1 0.1 0.0 -0.001
Si -1.392 -1.524 0.817 -0.1 -0.3 -0.5 -0.039
Si -0.092 -3.351 1.842 -0.1 0.3 -0.1 -0.014
C -1.367 -4.661 2.104 -0.1 -0.2 0.1 -0.003
C 0.520 -2.535 3.385 0.1 0.0 0.2 -0.003
C 1.244 -3.869 0.675 0.1 0.0 -0.1 -0.002
Si -0.977 -1.740 -2.380 0.0 -0.3 0.4 0.036
C -2.275 -0.973 -3.480 0.0 0.2 -0.1 0.035
C 0.612 -2.073 -3.310 0.1 0.0 0.0 -0.003
C -1.697 -3.354 -1.747 -0.1 -0.1 -0.1 -0.003
H -5.489 -2.992 1.687 0.0 0.0 0.0 -0.001
H -3.947 -3.823 1.511 0.0 0.0 0.0 0.000
H -4.706 -3.059 0.106 0.0 0.0 0.0 0.000
H -4.467 -0.682 3.779 0.0 0.0 0.0 -0.001
H -2.816 -0.120 3.524 0.0 0.0 0.0 0.000
H -3.124 -1.818 3.924 0.0 0.0 0.0 0.000
H -5.588 0.060 0.791 0.0 0.0 0.0 0.000
H -4.360 -0.132 -0.459 -0.1 0.0 0.0 0.000
H -4.103 1.004 0.913 0.0 0.0 0.0 0.000
H -2.103 -4.384 2.860 0.0 0.0 0.0 0.000
H -0.856 -5.563 2.457 0.0 0.0 0.0 -0.001
H -1.883 -4.921 1.178 0.0 0.0 0.0 0.000
H -0.296 -2.209 4.033 0.0 0.0 0.0 0.000
H 1.157 -1.675 3.168 0.0 0.0 0.0 0.000
H 1.122 -3.254 3.949 0.0 0.0 0.0 -0.001
H 0.889 -4.638 -0.011 0.0 0.0 0.0 0.000
H 2.067 -4.295 1.258 0.0 0.0 0.0 0.000
H 1.642 -3.039 0.095 0.0 0.0 0.0 0.000
H -2.006 0.006 -3.878 0.0 0.0 0.0 0.000
H -3.235 -0.874 -2.972 0.0 0.0 0.0 0.000
H -2.405 -1.654 -4.327 0.0 0.0 0.0 0.006
H 1.385 -1.322 -3.135 0.0 0.0 -0.1 0.000
H 0.421 -2.099 -4.385 0.0 0.0 0.0 0.000
H 1.023 -3.044 -3.024 0.0 0.0 0.0 0.000
H -2.585 -3.171 -1.129 0.0 0.0 0.0 0.000
H -0.969 -3.919 -1.164 0.0 0.0 0.0 0.000
H -2.017 -3.999 -2.571 0.0 0.0 0.0 0.000
```
Positions in Å, forces in eV/Å.

## Properties
Net charge ... +2
2S+1 ... 2
Relative energy (zero: lowest compared OMol25 entry of this formula, charge and spin) ... 65.8 kJ/mol
⟨S²⟩ ... 0.77
LUMO energy (alpha / beta) ... -0.3051 / -0.2904 hartree
Orbital gap (alpha / beta) ... 6.43 / 6.77 eV

***

The following is a quantum chemistry calculation of a cluster of 3 separate species, C30H59N5O9 in total, from the Open Molecules 2025 dataset.

The geometry in XYZ format:
```
103
Properties=species:S:1:pos:R:3:forces:R:3:lowdin_spin:R:1
C -1.300 -3.196 4.503 0.1 -0.3 -0.8 0.000
C -0.658 -2.804 3.170 -1.0 0.3 0.7 0.000
O -1.676 -2.143 2.411 0.7 0.1 -0.3 0.000
C -1.104 -1.274 1.440 -0.1 0.2 0.4 0.000
C -1.230 0.149 1.999 0.0 -0.5 -0.1 0.000
O -0.786 1.114 1.060 0.1 0.0 0.1 0.000
C 0.607 1.318 1.204 0.3 0.3 0.4 0.000
C 0.908 2.304 2.370 -0.4 -0.8 -1.4 0.000
O 2.010 1.783 3.093 -0.6 0.2 0.5 0.000
C 1.983 2.090 4.462 0.5 0.6 -0.2 0.000
N 2.145 0.866 5.274 1.2 1.7 -0.1 0.000
C 3.508 0.296 5.067 -0.2 -0.5 0.7 0.000
C 3.488 -0.846 4.046 1.0 -0.1 0.2 0.000
O 4.227 -1.944 4.604 0.0 0.2 0.2 0.000
C 4.111 -0.514 2.693 -1.0 0.0 -1.2 0.000
N 3.495 -1.410 1.677 0.6 0.1 0.5 0.000
C 2.026 1.327 6.626 -1.2 -0.9 -0.1 0.000
O 1.084 1.036 7.286 -0.1 0.0 0.6 0.000
O 3.024 2.156 7.105 0.6 -0.3 -1.0 0.000
N 3.451 1.712 8.391 0.9 0.2 0.7 0.000
C 2.909 2.413 9.262 -2.6 -0.2 -0.4 0.000
O 2.152 2.918 9.982 1.4 0.1 0.3 0.000
H -0.543 -3.548 5.205 -0.1 -0.1 0.0 0.000
H -2.031 -3.980 4.286 0.1 0.0 0.3 0.000
H -1.837 -2.347 4.925 0.2 0.0 0.0 0.000
H 0.164 -2.111 3.394 0.1 -0.1 -0.3 0.000
H -0.333 -3.672 2.588 0.4 0.1 0.2 0.000
H -1.592 -1.389 0.469 -0.2 0.1 0.1 0.000
H -0.042 -1.510 1.297 -0.1 0.0 -0.2 0.000
H -0.634 0.183 2.924 -0.1 0.1 -0.1 0.000
H -2.261 0.347 2.300 0.0 0.1 -0.3 0.000
H 1.116 0.377 1.445 0.0 0.1 -0.1 0.000
H 1.014 1.681 0.259 -0.2 0.0 0.0 0.000
H -0.010 2.357 2.964 0.2 0.0 0.2 0.000
H 1.107 3.286 1.925 0.2 0.1 0.4 0.000
H 2.809 2.800 4.646 0.0 -0.2 0.1 0.000
H 1.071 2.616 4.767 -0.1 -0.3 -0.2 0.000
H 4.262 1.069 4.873 -0.1 -0.1 -0.2 0.000
H 3.782 -0.157 6.026 0.1 -0.1 -0.2 0.000
H 2.450 -1.190 3.960 0.0 0.3 -0.3 0.000
H 4.735 -2.332 3.888 0.0 -0.2 0.0 0.000
H 3.955 0.522 2.375 0.0 0.1 0.5 0.000
H 5.191 -0.697 2.667 -0.1 0.1 0.4 0.000
H 3.573 -0.978 0.766 -0.2 -0.2 -0.1 0.000
H 2.518 -1.533 1.910 -0.1 0.1 -0.3 0.000
C -5.826 4.073 -2.865 0.1 0.2 0.2 0.002
C -5.378 2.605 -3.073 -1.5 1.4 -0.1 0.026
C -5.829 1.750 -1.882 0.4 -0.3 0.4 0.014
C -5.006 1.985 -0.617 0.0 0.0 -0.1 0.001
C -3.514 1.840 -0.906 -0.6 -0.4 0.1 0.014
C -3.042 2.706 -2.072 1.0 1.6 0.9 0.027
N -3.902 2.548 -3.281 -0.2 -2.5 0.7 0.351
O -3.610 1.417 -3.845 0.3 0.3 -0.7 0.556
C -3.005 4.184 -1.633 -0.3 0.2 0.1 0.002
C -1.581 2.375 -2.376 0.0 -0.4 -0.5 -0.001
C -6.141 2.137 -4.314 0.5 -0.4 -0.3 -0.001
H -6.803 4.257 -3.310 0.0 -0.2 0.0 0.000
H -5.918 4.345 -1.813 0.1 0.0 0.0 0.000
H -5.137 4.771 -3.342 0.0 0.0 0.0 0.002
H -5.759 0.690 -2.146 0.1 0.0 -0.1 0.003
H -6.884 1.944 -1.673 0.0 0.1 -0.2 0.001
H -5.220 2.972 -0.197 0.0 0.0 0.0 0.000
H -5.301 1.262 0.147 0.0 0.0 0.0 0.001
H -2.945 2.087 -0.008 0.2 0.1 -0.1 0.001
H -3.303 0.787 -1.118 0.0 0.0 -0.2 0.003
H -2.764 4.837 -2.474 0.0 0.0 0.0 0.001
H -2.237 4.333 -0.873 0.1 -0.2 0.0 0.000
H -3.934 4.532 -1.187 0.0 0.0 -0.1 0.000
H -1.432 1.320 -2.591 -0.1 0.0 -0.1 -0.001
H -0.956 2.614 -1.515 -0.2 0.1 0.1 0.000
H -1.215 2.953 -3.228 -0.1 0.0 0.0 0.000
H -5.841 2.710 -5.194 0.0 0.0 0.0 0.000
H -7.212 2.279 -4.168 0.0 0.1 0.2 0.000
H -5.985 1.080 -4.524 0.2 0.0 0.0 -0.001
C 4.212 -3.161 -3.402 0.1 0.1 -0.3 0.002
C 2.925 -3.057 -2.545 1.9 -0.9 -0.3 0.026
C 2.000 -4.241 -2.853 -0.6 0.1 -0.2 0.014
C 1.297 -4.130 -4.204 0.0 0.1 0.0 0.001
C 0.585 -2.786 -4.335 -0.1 -0.5 0.4 0.014
C 1.501 -1.592 -4.060 0.4 0.8 -1.9 0.027
N 2.260 -1.742 -2.784 -2.2 -1.2 0.9 0.355
O 1.453 -1.504 -1.795 0.4 0.7 0.3 0.551
C 2.475 -1.407 -5.241 0.3 -0.3 -0.1 0.002
C 0.665 -0.313 -4.063 -0.2 0.1 0.6 -0.001
C 3.405 -3.188 -1.101 -0.5 0.4 0.3 -0.001
H 4.996 -3.703 -2.875 -0.1 -0.1 0.1 0.000
H 4.057 -3.692 -4.341 0.0 0.1 0.0 0.000
H 4.620 -2.175 -3.628 -0.1 0.0 0.0 0.002
H 1.236 -4.320 -2.073 0.0 0.1 0.1 0.003
H 2.574 -5.170 -2.815 0.2 0.1 0.1 0.001
H 2.010 -4.267 -5.021 0.0 0.0 0.0 0.000
H 0.569 -4.938 -4.300 0.0 0.0 0.0 0.001
H 0.157 -2.699 -5.336 0.1 0.2 0.0 0.001
H -0.261 -2.770 -3.640 0.1 0.1 0.1 0.003
H 3.204 -0.624 -5.028 0.0 0.0 0.1 0.001
H 1.930 -1.111 -6.138 -0.1 0.0 0.1 0.000
H 3.016 -2.312 -5.509 0.0 0.0 0.1 0.000
H -0.152 -0.350 -3.345 0.1 0.0 0.1 -0.001
H 0.216 -0.158 -5.044 0.1 -0.1 -0.1 0.000
H 1.279 0.561 -3.836 0.0 0.0 0.0 0.000
H 4.057 -2.357 -0.834 0.0 0.0 0.0 0.000
H 3.971 -4.111 -0.971 0.0 0.0 -0.2 0.000
H 2.583 -3.221 -0.388 0.0 0.1 0.0 -0.001
```
Positions in Å, forces in eV/Å.

## Properties
Net charge ... 0
2S+1 ... 3
⟨S²⟩ ... 2.01
LUMO energy (alpha / beta) ... -0.0088 / -0.0088 hartree
Orbital gap (alpha / beta) ... 8.23 / 9.03 eV

***

The following is a quantum chemistry calculation of a cluster of 4 separate species, C2H11NO3 in total, from the Open Molecules 2025 dataset.

The geometry in XYZ format:
```
17
Properties=species:S:1:pos:R:3:forces:R:3:mulliken_charge:R:1
C -1.907 0.129 1.076 -0.5 -1.0 -0.1 -1.117
C -2.059 -0.483 -0.107 0.5 0.3 -0.9 0.242
N -1.631 0.044 -1.319 -0.3 -0.1 1.0 -0.372
H -1.489 1.125 1.128 0.0 0.0 0.3 0.289
H -2.354 -0.412 1.912 0.4 0.6 0.1 0.289
H -2.519 -1.462 -0.201 -0.2 0.1 0.2 0.294
H -0.840 0.663 -1.235 0.0 0.3 -0.5 0.205
H -1.705 -0.519 -2.141 0.2 -0.1 -0.1 0.226
H 1.130 -2.238 1.990 -0.1 -0.1 0.0 0.301
H 0.428 -1.015 1.361 -0.2 -0.1 0.2 0.384
O 1.287 -1.357 1.648 0.0 0.5 -0.3 -0.715
H 2.158 -0.410 0.106 0.3 -0.4 0.3 0.374
H 3.390 0.490 0.036 0.1 0.0 0.1 0.336
O 2.828 -0.070 -0.505 -0.3 0.2 -0.3 -0.708
H 1.400 1.102 -1.132 0.3 0.4 0.0 0.394
H 1.154 2.606 -1.467 0.2 0.1 -0.1 0.268
O 0.730 1.809 -1.149 -0.3 -0.4 0.1 -0.688
```
Positions in Å, forces in eV/Å.

## Properties
Net charge ... 0
Relative energy (zero: lowest compared OMol25 entry of this formula, charge and spin) ... 42.0 kJ/mol
LUMO energy ... 0.0273 hartree
SMILES ... C=CN.O.O.O
Orbital gap ... 8.89 eV